Record 1
Entry from the OMol25 dataset: a cluster of 2 separate species, C2H3N2O2 in total (ωB97M-V with the def2-TZVPD basis set).

Values from the calculation:
* HOMO-LUMO gap (alpha / beta): 0.2566 / 0.2599 Eh
* ΔE to the lowest compared entry with this formula, charge and spin: 662.72 kJ/mol
* charge: -1
* LUMO energy (alpha / beta): 4.19 / 4.18 eV
* maximum force: 4.71 eV Å⁻¹
* HOMO (alpha / beta): -2.8 / -2.9 eV

Each line ends with the Löwdin charge.
CARTESIAN COORDINATES (ANGSTROEM)
C: -0.07 -0.19 -0.37  -0.016
C: 1.15 -0.19 0.14  -0.370
N: -1.91 1.38 -0.47  -0.140
N: 1.64 1.09 0.04  -0.113
O: 2.91 1.17 0.12  -0.174
O: -2.81 0.92 0.33  -0.309
H: -0.82 -0.97 -0.28  -0.014
H: 1.64 -1.10 0.52  0.083
H: -1.40 2.25 0.03  0.052

=====

Record 2
Entry from the OMol25 dataset: a cluster of 2 separate species, C2H3N2O2 in total (ωB97M-V with the def2-TZVPD basis set).

Values from the calculation:
* HOMO-LUMO gap (alpha / beta): 0.2053 / 0.3029 Eh
* ΔE to the lowest compared entry with this formula, charge and spin: 346.44 kJ/mol
* charge: -1
* LUMO energy (alpha / beta): 4.53 / 4.59 eV
* maximum force: 3.85 eV Å⁻¹
* HOMO (alpha / beta): -1.1 / -3.7 eV

Each line ends with the Löwdin charge.
CARTESIAN COORDINATES (ANGSTROEM)
C: -0.01 0.10 0.07  -0.351
C: 0.67 1.30 -0.39  -0.430
N: -0.89 0.33 0.96  0.007
N: -2.89 0.16 -0.40  -0.044
O: -3.69 1.01 -0.17  -0.148
O: 0.84 2.36 0.18  -0.088
H: 0.23 -0.77 -0.50  0.051
H: 1.32 1.10 -1.34  0.078
H: -1.57 -0.33 1.00  -0.075

=====

Record 3
Entry from the OMol25 dataset: the ion C2H3N2O2 with charge -1 (ωB97M-V with the def2-TZVPD basis set).

Values from the calculation:
* HOMO-LUMO gap (alpha / beta): 0.2711 / 0.2206 Eh
* ΔE to the lowest compared entry with this formula, charge and spin: 423.59 kJ/mol
* charge: -1
* LUMO energy (alpha / beta): 4.44 / 4.25 eV
* maximum force: 4.50 eV Å⁻¹
* HOMO (alpha / beta): -2.9 / -1.7 eV

Each line ends with the Löwdin charge.
CARTESIAN COORDINATES (ANGSTROEM)
C: 0.39 -1.11 0.24  -0.446
C: 0.49 0.40 0.00  -0.308
N: 1.24 -1.95 -0.02  0.038
N: 2.70 0.11 -0.44  -0.122
O: 3.86 0.16 0.14  -0.218
O: 1.73 0.83 0.34  -0.190
H: -0.54 -1.54 0.75  0.064
H: 0.48 0.39 -1.12  0.103
H: -0.25 1.01 0.44  0.080

=====

Record 4
Entry from the OMol25 dataset: the ion C2H3N2O2 with charge +1 (ωB97M-V with the def2-TZVPD basis set).

Values from the calculation:
* HOMO-LUMO gap: 0.3785 Eh
* ΔE to the lowest compared entry with this formula, charge and spin: 671.88 kJ/mol
* SMILES: C=C=[NH+]ON=O
* charge: +1
* LUMO energy: -5.64 eV
* maximum force: 4.10 eV Å⁻¹
* HOMO: -15.9 eV

Each line ends with the Löwdin charge.
CARTESIAN COORDINATES (ANGSTROEM)
C: -0.66 0.27 1.53  0.171
C: -0.74 -0.27 0.41  -0.023
N: -0.65 -0.46 -0.83  0.091
O: 0.47 -0.15 -1.58  -0.001
N: 1.62 -0.11 -0.72  0.026
O: 2.64 0.11 -1.25  0.181
H: -1.11 1.28 1.45  0.150
H: -0.08 0.09 2.46  0.141
H: -1.49 -0.76 -1.47  0.264

=====

Record 5
Entry from the OMol25 dataset: a cluster of 2 separate species, C2H3N2O2S in total (ωB97M-V with the def2-TZVPD basis set).

Values from the calculation:
* HOMO-LUMO gap (alpha / beta): 0.1608 / 0.2737 Eh
* ΔE to the lowest compared entry with this formula, charge and spin: 46.60 kJ/mol
* charge: -1
* LUMO energy (alpha / beta): 3.23 / 3.22 eV
* 2S+1: 3
* maximum force: 6.22 eV Å⁻¹
* HOMO (alpha / beta): -1.1 / -4.2 eV

Each line ends with the Löwdin charge.
CARTESIAN COORDINATES (ANGSTROEM)
C: -2.96 0.25 -0.37  -0.608
C: -0.23 -0.07 0.34  -0.358
N: -3.86 -0.41 -0.10  0.039
N: 3.25 0.15 -0.50  -0.363
O: 3.07 -1.04 -0.24  -0.231
O: 2.51 1.09 0.00  -0.305
S: -1.33 0.96 -0.76  0.747
H: 0.72 0.23 0.59  -0.045
H: -0.26 -1.09 -0.23  0.074
H: -0.91 -0.06 1.28  0.049

=====

Record 6
Entry from the OMol25 dataset: a cluster of 2 separate species, C2H3N2O4 in total (ωB97M-V with the def2-TZVPD basis set).

Values from the calculation:
* HOMO-LUMO gap (alpha / beta): 0.2894 / 0.2894 Eh
* ΔE to the lowest compared entry with this formula, charge and spin: 390.94 kJ/mol
* charge: -1
* LUMO energy (alpha / beta): 3.73 / 3.73 eV
* maximum force: 3.37 eV Å⁻¹
* HOMO (alpha / beta): -4.1 / -4.1 eV

Each line ends with the Löwdin charge.
CARTESIAN COORDINATES (ANGSTROEM)
C: 0.30 0.06 1.28  -0.358
C: -0.50 -0.58 0.27  -0.134
N: 0.35 0.39 -1.84  -0.026
N: -0.62 -1.96 0.13  -0.425
O: 1.10 -0.43 -2.31  -0.124
O: -1.61 -2.35 -0.56  -0.077
O: 0.44 1.25 1.46  -0.059
O: 0.07 -2.80 0.79  -0.071
H: 0.83 -0.57 1.89  0.071
H: -1.37 0.02 -0.18  0.135
H: 0.95 1.02 -1.20  0.069

=====

Record 7
Entry from the OMol25 dataset: the ion C2H3N2O5 with charge -1 (ωB97M-V with the def2-TZVPD basis set).

Values from the calculation:
* HOMO-LUMO gap: 0.3019 Eh
* ΔE to the lowest compared entry with this formula, charge and spin: 123.42 kJ/mol
* SMILES: CO/N=C(\[O-])O[N+](=O)[O-]
* charge: -1
* LUMO energy: 3.99 eV
* maximum force: 3.02 eV Å⁻¹
* HOMO: -4.2 eV

Each line ends with the Löwdin charge.
CARTESIAN COORDINATES (ANGSTROEM)
C: -2.28 0.07 0.30  -0.181
O: -1.10 -0.58 0.68  -0.244
N: 0.19 -0.04 0.26  0.058
C: 0.92 -1.07 -0.25  -0.469
O: 0.89 -2.22 -0.69  0.005
O: 2.34 -0.46 -0.23  0.027
N: 2.31 0.84 -0.21  -0.541
O: 2.93 1.36 0.66  0.076
O: 1.80 1.45 -1.14  0.041
H: -3.06 -0.49 0.82  0.063
H: -2.50 -0.01 -0.83  0.089
H: -2.45 1.15 0.62  0.076

=====

Record 8
Entry from the OMol25 dataset: an isolated molecule of C2H3N2OP (ωB97M-V with the def2-TZVPD basis set).

Values from the calculation:
* HOMO-LUMO gap: 0.3167 Eh
* ΔE to the lowest compared entry with this formula, charge and spin: 492.24 kJ/mol
* LUMO energy: -0.11 eV
* maximum force: 4.65 eV Å⁻¹
* HOMO: -8.7 eV

Each line ends with the Löwdin charge.
CARTESIAN COORDINATES (ANGSTROEM)
C: 1.21 -0.15 -1.36  -0.066
C: -1.00 0.57 0.70  -0.402
N: -1.25 0.20 -1.61  0.213
N: -1.33 0.37 -0.48  -0.222
O: 1.24 -0.52 -0.06  -0.519
P: 0.77 0.74 1.07  0.942
H: 1.31 -1.26 -1.80  0.043
H: -1.72 0.21 1.48  0.091
H: 0.77 -0.17 2.06  -0.079

=====

Record 9
Entry from the OMol25 dataset: the ion C2H3N2OS with charge -1 (ωB97M-V with the def2-TZVPD basis set).

Values from the calculation:
* HOMO-LUMO gap (alpha / beta): 0.2215 / 0.2609 Eh
* ΔE to the lowest compared entry with this formula, charge and spin: 326.83 kJ/mol
* charge: -1
* LUMO energy (alpha / beta): 4.07 / 4.35 eV
* maximum force: 0.82 eV Å⁻¹
* HOMO (alpha / beta): -2.0 / -2.7 eV

Each line ends with the Löwdin charge.
CARTESIAN COORDINATES (ANGSTROEM)
C: -1.14 0.85 -0.23  -0.032
C: -0.11 0.19 -0.80  -0.259
N: 0.65 -0.55 2.68  -0.609
N: 0.79 -0.65 -0.22  -0.575
O: 1.59 -1.32 -1.03  -0.357
S: 1.26 -1.08 1.45  0.702
H: -1.75 1.51 -0.81  0.016
H: 0.06 0.29 -1.87  0.097
H: -1.34 0.76 0.82  0.018

=====

Record 10
Entry from the OMol25 dataset: an isolated molecule of C2H3N2PS (ωB97M-V with the def2-TZVPD basis set).

Values from the calculation:
* HOMO-LUMO gap (alpha / beta): 0.2221 / 0.2204 Eh
* ΔE to the lowest compared entry with this formula, charge and spin: 0.00 kJ/mol
* LUMO energy (alpha / beta): 0.79 / -3.34 eV
* 2S+1: 3
* maximum force: 6.97 eV Å⁻¹
* HOMO (alpha / beta): -5.3 / -9.3 eV

Each line ends with the Löwdin charge.
CARTESIAN COORDINATES (ANGSTROEM)
C: -0.01 0.61 0.91  -0.502
C: 0.16 -0.18 -0.16  -0.615
N: 1.21 0.53 -1.12  -0.081
N: 1.57 1.60 -0.65  -0.428
P: -0.46 -1.82 -0.55  0.858
S: 0.96 2.04 0.83  0.924
H: -0.63 0.43 1.77  0.046
H: -1.40 -1.40 -1.50  -0.097
H: -1.41 -1.81 0.47  -0.104

=====

Record 11
Entry from the OMol25 dataset: an isolated molecule of C2H3N3 (ωB97M-V with the def2-TZVPD basis set).

Values from the calculation:
* HOMO-LUMO gap: 0.3840 Eh
* ΔE to the lowest compared entry with this formula, charge and spin: 175.06 kJ/mol
* SMILES: C1=NCN=N1
* LUMO energy: -0.11 eV
* maximum force: 2.28 eV Å⁻¹
* HOMO: -10.6 eV

Each line ends with the Löwdin charge.
CARTESIAN COORDINATES (ANGSTROEM)
C: -0.65 0.80 0.63  -0.200
N: 0.08 0.96 -0.42  0.080
C: 0.72 -0.27 -0.53  -0.297
N: 0.30 -1.14 0.56  0.017
N: -0.56 -0.46 1.22  0.014
H: -1.29 1.57 1.05  0.106
H: 0.18 -1.06 -1.14  0.164
H: 1.74 -0.30 -0.84  0.117

=====

Record 12
Entry from the OMol25 dataset: a structure of composition C2H3N3 (ωB97M-V with the def2-TZVPD basis set).

Values from the calculation:
* HOMO-LUMO gap (alpha / beta): 0.3383 / 0.3382 Eh
* ΔE to the lowest compared entry with this formula, charge and spin: 651.46 kJ/mol
* LUMO energy (alpha / beta): -0.29 / -0.29 eV
* maximum force: 7.91 eV Å⁻¹
* HOMO (alpha / beta): -9.5 / -9.5 eV

Each line ends with the Löwdin charge.
CARTESIAN COORDINATES (ANGSTROEM)
C: 0.99 0.15 -0.70  -0.262
C: -1.40 0.23 0.56  -0.244
N: -0.39 0.79 -0.46  0.043
N: -1.06 -0.78 0.17  0.193
N: 1.81 -0.67 -0.10  0.073
H: 0.79 0.71 -1.47  0.016
H: -2.21 0.61 1.18  0.124
H: 1.46 -1.04 0.82  0.056

=====

Record 13
Entry from the OMol25 dataset: an isolated molecule of C2H3N3 (ωB97M-V with the def2-TZVPD basis set).

Values from the calculation:
* HOMO-LUMO gap: 0.3470 Eh
* ΔE to the lowest compared entry with this formula, charge and spin: 313.09 kJ/mol
* LUMO energy: 0.51 eV
* maximum force: 1.22 eV Å⁻¹
* HOMO: -8.9 eV

Each line ends with the Löwdin charge.
CARTESIAN COORDINATES (ANGSTROEM)
N: 1.03 -0.14 -0.15  -0.055
N: 0.55 1.06 0.06  0.042
C: -0.75 0.91 0.26  -0.209
C: -1.18 -0.45 0.27  -0.089
N: 0.01 -1.08 0.09  -0.036
H: 2.00 -0.32 0.07  0.151
H: -1.41 1.77 0.30  0.075
H: -0.16 -1.77 -0.63  0.121

=====

Record 14
Entry from the OMol25 dataset: an isolated molecule of C2H3N3 (ωB97M-V with the def2-TZVPD basis set).

Values from the calculation:
* HOMO-LUMO gap: 0.3951 Eh
* ΔE to the lowest compared entry with this formula, charge and spin: 61.53 kJ/mol
* SMILES: [H]/N=C(\N)C#N
* LUMO energy: 0.51 eV
* maximum force: 3.18 eV Å⁻¹
* HOMO: -10.2 eV

Each line ends with the Löwdin charge.
CARTESIAN COORDINATES (ANGSTROEM)
H: -1.54 -0.57 -1.49  0.045
N: -1.36 -0.56 -0.50  0.135
C: -0.20 -0.06 -0.39  -0.561
N: 0.52 0.56 -1.34  0.093
C: 0.37 -0.10 0.96  -0.154
N: 0.71 -0.05 2.06  0.163
H: 1.50 0.92 -1.21  0.132
H: -0.03 0.91 -2.20  0.147

=====

Record 15
Entry from the OMol25 dataset: a structure of composition C2H3N3O (ωB97M-V with the def2-TZVPD basis set).

Values from the calculation:
* HOMO-LUMO gap: 0.2713 Eh
* ΔE to the lowest compared entry with this formula, charge and spin: 688.28 kJ/mol
* LUMO energy: -0.98 eV
* maximum force: 0.32 eV Å⁻¹
* HOMO: -8.4 eV

Each line ends with the Löwdin charge.
CARTESIAN COORDINATES (ANGSTROEM)
O: 1.59 -0.41 0.36  -0.060
C: 0.84 0.85 -0.67  -0.160
N: -0.12 1.46 0.14  0.000
N: -1.02 0.54 0.39  0.009
C: -0.78 -0.66 -0.11  -0.155
N: 0.40 -0.58 -0.80  -0.013
H: 2.37 -0.49 -0.21  0.095
H: -1.85 0.81 0.92  0.165
H: -1.43 -1.52 0.00  0.119

=====

Record 16
Entry from the OMol25 dataset: an isolated molecule of C2H3N3O (ωB97M-V with the def2-TZVPD basis set).

Values from the calculation:
* HOMO-LUMO gap: 0.3808 Eh
* ΔE to the lowest compared entry with this formula, charge and spin: 37.75 kJ/mol
* SMILES: Oc1ncn[nH]1
* LUMO energy: 0.65 eV
* maximum force: 1.82 eV Å⁻¹
* HOMO: -9.7 eV

Each line ends with the Löwdin charge.
CARTESIAN COORDINATES (ANGSTROEM)
O: -1.99 0.10 -0.05  0.103
C: -0.65 -0.05 0.01  -0.476
N: 0.09 -1.14 -0.02  0.129
C: 1.35 -0.59 -0.03  -0.240
N: 1.45 0.71 -0.01  0.060
N: 0.14 1.03 0.02  0.044
H: -2.35 -0.78 0.19  0.128
H: 2.20 -1.23 -0.01  0.095
H: -0.24 1.95 -0.10  0.158

=====

Record 17
Entry from the OMol25 dataset: an isolated molecule of C2H3N3O (ωB97M-V with the def2-TZVPD basis set).

Values from the calculation:
* HOMO-LUMO gap: 0.3704 Eh
* ΔE to the lowest compared entry with this formula, charge and spin: 529.49 kJ/mol
* SMILES: N1=NC1[C@@H]1NO1
* LUMO energy: -0.11 eV
* maximum force: 4.25 eV Å⁻¹
* HOMO: -10.2 eV

Each line ends with the Löwdin charge.
CARTESIAN COORDINATES (ANGSTROEM)
N: 0.96 1.62 0.98  0.122
N: 1.40 0.69 1.66  0.148
C: 1.27 0.45 0.25  -0.328
C: 0.19 -0.45 -0.42  -0.289
N: -1.24 -0.41 -0.24  0.049
O: -0.48 -1.51 0.30  -0.068
H: 2.16 0.26 -0.40  0.125
H: 0.54 -0.62 -1.50  0.151
H: -1.39 0.11 0.62  0.091

=====

Record 18
Entry from the OMol25 dataset: an isolated molecule of C2H3N3O (ωB97M-V with the def2-TZVPD basis set).

Values from the calculation:
* HOMO-LUMO gap: 0.3887 Eh
* ΔE to the lowest compared entry with this formula, charge and spin: 236.83 kJ/mol
* SMILES: Nc1cnon1
* LUMO energy: 0.84 eV
* maximum force: 0.54 eV Å⁻¹
* HOMO: -9.7 eV

Each line ends with the Löwdin charge.
CARTESIAN COORDINATES (ANGSTROEM)
N: 0.96 -0.64 1.08  0.107
C: 0.00 -0.12 0.23  -0.397
C: 0.06 0.26 -1.15  -0.075
N: -1.12 0.66 -1.52  0.059
O: -1.92 0.52 -0.45  -0.097
N: -1.24 0.05 0.63  0.103
H: 0.61 -0.72 2.03  0.096
H: 1.86 -0.18 1.07  0.092
H: 0.80 0.16 -1.93  0.112

=====

Record 19
Entry from the OMol25 dataset: a structure of composition C2H3N3O (ωB97M-V with the def2-TZVPD basis set).

Values from the calculation:
* HOMO-LUMO gap (alpha / beta): 0.2852 / 0.2794 Eh
* ΔE to the lowest compared entry with this formula, charge and spin: 707.31 kJ/mol
* LUMO energy (alpha / beta): 0.06 / 0.03 eV
* maximum force: 5.12 eV Å⁻¹
* HOMO (alpha / beta): -7.7 / -7.6 eV

Each line ends with the Löwdin charge.
CARTESIAN COORDINATES (ANGSTROEM)
C: 1.60 -1.56 -0.31  -0.091
C: -0.79 0.69 -0.38  -0.197
N: 0.36 0.82 0.08  -0.096
N: 1.53 0.92 0.14  0.133
N: -2.00 0.65 0.08  0.021
O: 2.30 -0.74 0.25  -0.140
H: 2.24 -2.52 -0.36  0.051
H: -2.33 0.93 1.09  0.149
H: -2.90 0.80 -0.59  0.170

=====

Record 20
Entry from the OMol25 dataset: an isolated molecule of C2H3N3O (ωB97M-V with the def2-TZVPD basis set).

Values from the calculation:
* HOMO-LUMO gap (alpha / beta): 0.3164 / 0.3163 Eh
* ΔE to the lowest compared entry with this formula, charge and spin: 374.34 kJ/mol
* SMILES: N=C=C(N)N=O
* LUMO energy (alpha / beta): -0.36 / -0.36 eV
* maximum force: 0.75 eV Å⁻¹
* HOMO (alpha / beta): -9.0 / -9.0 eV

Each line ends with the Löwdin charge.
CARTESIAN COORDINATES (ANGSTROEM)
N: 0.88 -1.41 1.45  0.203
C: 0.52 -0.59 0.63  -0.073
C: -0.13 0.18 -0.25  -0.381
N: 0.31 0.47 -1.56  0.061
N: -1.35 0.75 0.19  -0.021
O: -1.61 0.64 1.38  -0.044
H: 1.47 -1.11 2.22  0.096
H: -0.12 1.33 -1.86  0.078
H: 0.05 -0.26 -2.21  0.081